Computed, not measured: the ion C5H6N with charge +1 at a distorted geometry, with the ωB97M-V functional and the def2-TZVPD basis.

XYZ file:
```
12
Properties=species:S:1:pos:R:3:lowdin_charge:R:1
N 2.733 0.091 0.430 0.225
C 0.359 -0.327 0.105 -0.135
C -0.607 0.813 0.542 -0.015
C 1.605 -0.852 0.148 -0.054
C 2.124 0.590 -0.486 0.082
C -1.090 -0.548 0.165 -0.065
H -0.712 1.772 0.061 0.116
H -0.537 0.918 1.719 0.174
H -1.566 -1.237 0.798 0.117
H -1.643 -0.692 -0.801 0.152
H 2.028 -1.851 -0.277 0.196
H 1.997 1.163 -1.468 0.206
```

Output
HOMO ... -16.1 eV
E_LUMO ... -0.1870 Eh
Net charge ... +1
Energy relative to the best compared isomer or geometry (same formula, charge and spin) ... 553.4 kJ/mol

***

Computed, not measured: a structure of composition C3H2FeO2 at a distorted geometry, with the ωB97M-V functional and the def2-TZVPD basis.

XYZ file:
```
8
Properties=species:S:1:pos:R:3:lowdin_charge:R:1
Fe -0.377 1.993 -2.105 1.032
O 1.783 -1.211 0.238 0.118
O -1.482 0.285 0.275 0.059
C -0.522 0.810 -0.568 -0.180
C 0.591 -1.041 0.111 -0.183
C -0.135 0.223 0.720 -0.176
H 0.228 0.790 1.581 0.174
H -0.086 -1.849 -0.251 0.156
```

Output
Multiplicity ... 6
HOMO (spin up / spin down) ... -12.8 / -14.7 eV
E_LUMO (spin up / spin down) ... -0.2646 / -0.2683 Eh
Net charge ... +1
Energy relative to the best compared isomer or geometry (same formula, charge and spin) ... 183.6 kJ/mol

***

Computed, not measured: a structure of composition C28H30ClN10NaO4S2 at a distorted geometry, with the ωB97M-V functional and the def2-TZVPD basis.

XYZ file:
```
76
Properties=species:S:1:pos:R:3:lowdin_charge:R:1
Cl 0.524 2.587 6.078 0.500
S -2.761 -0.942 -2.489 0.806
S 2.001 -1.877 3.491 1.043
Na -0.368 0.338 -1.057 0.175
O 1.373 1.374 -3.996 -0.011
O 3.612 -2.873 -6.005 -0.068
O 4.009 -4.465 -4.435 -0.082
O -0.561 0.776 -3.010 -0.172
N 0.615 -2.453 1.442 0.029
N 0.786 -1.082 1.382 0.034
N 1.262 1.726 -0.321 0.150
N 3.508 2.488 -0.615 0.184
N 1.706 0.684 2.629 0.136
N 3.016 0.252 -0.652 0.211
N 0.766 -1.486 -2.101 0.065
N 1.730 4.022 -0.254 0.170
N -1.423 2.277 -0.296 0.127
N 3.925 4.720 -0.323 0.134
C -2.724 -0.643 2.141 -0.074
C -1.007 4.620 -0.427 -0.010
C -1.987 0.112 3.038 -0.375
C -1.937 1.561 3.035 -0.090
C -2.721 2.523 -0.461 -0.114
C -0.582 3.308 -0.305 -0.180
C -4.214 -1.984 -2.243 -0.430
C -3.237 3.799 -0.616 -0.056
C 1.984 -1.470 -4.168 0.046
C -0.177 -4.798 3.573 -0.105
C 1.086 -4.479 2.757 -0.249
C -1.183 -0.489 4.084 -0.117
C 1.465 -0.629 2.396 -0.706
C 1.204 -2.738 -1.897 -0.132
C -3.247 -0.195 -4.055 -0.397
C 2.589 1.518 -0.552 -0.410
C 2.453 -2.756 -3.944 -0.112
C 0.894 2.998 -0.277 -0.257
C 3.461 -3.437 -4.899 -0.696
C 1.180 -3.015 2.449 -0.634
C -0.433 1.647 4.919 -0.735
C -0.446 0.255 4.984 -0.200
C -1.182 2.290 3.931 -0.174
C 3.022 3.697 -0.407 -0.452
C 2.031 -3.402 -2.786 -0.017
C 1.139 -0.873 -3.239 -0.188
C 0.616 0.557 -3.446 -0.635
C -2.361 4.867 -0.589 -0.066
H 1.365 1.332 1.937 0.080
H -3.370 1.651 -0.457 0.103
H -5.130 -1.388 -2.273 0.024
H 2.384 -4.406 -2.598 0.101
H 3.542 5.638 -0.469 0.087
H 0.891 -3.190 -0.963 0.080
H -3.233 -0.937 -4.855 0.034
H -0.271 5.411 -0.414 0.101
H -4.244 0.245 -3.970 0.027
H 2.386 0.978 3.299 0.094
H -3.316 -0.193 1.346 -0.004
H 3.899 0.121 -1.118 0.118
H -2.723 5.881 -0.707 0.100
H 2.283 -0.928 -5.054 0.120
H -4.115 -2.442 -1.256 0.027
H 1.976 -4.799 3.302 0.095
H 4.818 4.526 -0.743 0.090
H -1.156 -1.574 4.150 0.083
H -2.681 -1.729 2.179 0.004
H -1.162 3.373 3.870 0.085
H -0.168 -4.258 4.524 0.068
H -1.064 -4.487 3.017 0.075
H 0.142 -0.244 5.750 0.084
H 2.311 -0.459 -0.819 0.072
H -4.259 -2.768 -3.003 0.026
H -4.300 3.947 -0.752 0.100
H 1.059 -5.010 1.804 0.108
H -2.515 2.089 2.281 0.075
H -2.505 0.577 -4.255 0.019
H -0.251 -5.869 3.783 0.062
```

Output
HOMO ... -0.5 eV
E_LUMO ... 0.1307 Eh
Net charge ... -2
Energy relative to the best compared isomer or geometry (same formula, charge and spin) ... 7.0 kJ/mol

***

Computed, not measured: a structure of composition C12H6GdNO5 at a distorted geometry, with the ωB97M-V functional and the def2-TZVPD basis.

XYZ file:
```
25
Properties=species:S:1:pos:R:3:lowdin_charge:R:1
Gd 0.646 1.044 -0.534 1.226
O -1.898 2.038 -2.826 0.218
O 1.228 1.534 -4.004 0.225
O -1.037 -2.204 -1.322 0.212
O -1.973 -0.396 1.474 0.198
O 1.369 -1.879 1.077 0.151
N 1.032 1.842 1.531 0.007
C -1.240 1.583 -1.997 -0.076
C 0.965 0.570 4.861 0.003
C 0.965 0.631 6.253 -0.026
C 1.029 1.309 -2.900 -0.075
C -0.552 -1.151 -1.315 -0.069
C 1.024 1.757 2.716 -0.044
C 1.053 1.872 6.897 -0.003
C 1.132 3.001 4.767 0.001
C -1.200 0.160 0.807 -0.072
C 1.148 3.064 6.158 -0.017
C 1.237 -1.084 0.214 -0.363
C 1.036 1.764 4.116 -0.224
H 1.235 4.033 6.651 0.130
H 1.831 -0.880 -0.798 0.077
H 0.902 -0.303 6.824 0.132
H 1.051 1.906 7.983 0.129
H 0.918 -0.373 4.314 0.127
H 1.205 3.903 4.162 0.133
```

Output
Multiplicity ... 8
HOMO (spin up / spin down) ... -15.8 / -15.8 eV
E_LUMO (spin up / spin down) ... -0.3561 / -0.3230 Eh
Net charge ... +2
Energy relative to the best compared isomer or geometry (same formula, charge and spin) ... 0.0 kJ/mol

***

Computed, not measured: an isolated molecule of C4H10N2O at a distorted geometry, with the ωB97M-V functional and the def2-TZVPD basis.

XYZ file:
```
17
Properties=species:S:1:pos:R:3:lowdin_charge:R:1
O 1.363 -0.058 -0.068 -0.151
N 0.080 -0.710 0.624 -0.027
N -1.624 0.525 -0.437 0.113
C -0.453 -0.455 1.929 -0.080
C 1.556 1.328 0.206 -0.093
C -0.321 -1.004 -1.821 -0.027
C -0.525 -0.205 -0.521 -0.526
H -1.471 -0.854 2.025 0.103
H -2.312 0.213 -1.128 0.041
H -0.572 0.622 2.124 0.075
H 0.195 -0.919 2.680 0.090
H -0.079 -0.290 -2.609 0.078
H 1.096 1.651 1.144 0.081
H 0.490 -1.725 -1.708 0.072
H 2.631 1.507 0.264 0.088
H -1.230 -1.553 -2.076 0.076
H 1.177 1.926 -0.629 0.086
```

Output
HOMO ... -9.0 eV
E_LUMO ... 0.0315 Eh
SMILES ... [H]/N=C(\C)N(C)OC
Net charge ... 0
Energy relative to the best compared isomer or geometry (same formula, charge and spin) ... 530.1 kJ/mol

***

The highest net charge belongs to which entry? C12H6GdNO5